# 1
Density functional theory data (ωB97M-V/def2-TZVPD) for a single C3H8NS molecule in a non-equilibrium geometry.

CARTESIAN COORDINATES (ANGSTROEM)
1 C 0.315957 0.410277 -0.366761
2 C -0.695101 0.554949 -1.534948
3 S -2.336994 0.882162 -0.914396
4 C -0.114294 -0.581756 0.735813
5 N 1.015496 -0.871986 1.581152
6 H 0.387153 1.381437 0.092760
7 H 1.260982 0.066106 -0.784591
8 H -0.685388 -0.320742 -2.182561
9 H -0.340561 1.450798 -2.047917
10 H -0.444281 -1.463865 0.220329
11 H -0.970979 -0.100756 1.223913
12 H 1.788706 -0.240456 1.456016
13 H 0.819298 -1.166166 2.521188

Atoms 1-3, force components in eV/Å:
C -0.8 -0.7 0.1
C 0.5 -0.1 0.7
S -0.1 0.1 -0.1

For the HOMO energy (spin up / spin down), the calculation gives -9.03 / -8.81 eV. The LUMO energy (spin up / spin down) comes out at 1.125 / -1.833 eV. For the total energy, the calculation gives -571.985634 hartree. The value obtained for the orbital gap (spin up / spin down) is 10.15 / 6.98 eV. Its expectation value of S² is 0.753. As for the net charge: 0. Its multiplicity is 2.

Löwdin population analysis, charges in e, atoms 1 to 4: C -0.29; C -0.65; S 0.64; C -0.33

***

# 2
Density functional theory data (ωB97M-V/def2-TZVPD) for a 2-piece molecular cluster, C3H11N5 overall in a non-equilibrium geometry.

CARTESIAN COORDINATES (ANGSTROEM)
1 C 1.977718 -0.874062 0.624376
2 C -0.144459 -1.683267 -0.341496
3 N 0.979742 -0.772376 -0.405536
4 N 1.053046 0.264661 -1.186508
5 N 0.107035 0.412382 -2.046277
6 H 0.404216 1.138852 -2.700781
7 H 2.360460 -1.895015 0.680671
8 H 1.554835 -0.603710 1.598861
9 H 2.794614 -0.194660 0.386099
10 H 0.220141 -2.705540 -0.248247
11 H -0.715111 -1.582150 -1.261165
12 H -0.783351 -1.444674 0.510757
13 N -1.896586 1.061171 -0.219960
14 C -1.179556 1.650516 0.751789
15 N -1.515029 1.631466 1.977201
16 H -2.700687 0.528373 0.080345
17 H -1.371985 0.810876 -1.119538
18 H -0.911049 2.171006 2.587187
19 H -0.233993 2.086151 0.332221

Atoms 1-3, force components in eV/Å:
C 0.2 0.2 0.4
C -0.2 0.0 -0.3
N -0.4 0.0 0.3

For the HOMO energy, the calculation gives -8.73 eV. The LUMO energy comes out at 0.926 eV. As for the SMILES: [H]/N=N/N(C)C.[H]/N=C/N. For the total energy, the calculation gives -394.612194 hartree. The value obtained for the orbital gap is 9.66 eV. As for the net charge: 0.

Löwdin population analysis, charges in e, atoms 1 to 4: C -0.05; C -0.05; N -0.27; N -0.05

***

# 3
Density functional theory data (ωB97M-V/def2-TZVPD) for a single C2H4Cl2 molecule.

CARTESIAN COORDINATES (ANGSTROEM)
1 Cl 0.612596 -1.411218 1.517761
2 C -0.281264 -0.684389 0.148562
3 C 0.310084 0.661380 -0.173518
4 Cl -0.758074 1.514662 -1.339161
5 H -1.317678 -0.580174 0.457337
6 H -0.228077 -1.373730 -0.689076
7 H 1.286976 0.597801 -0.642121
8 H 0.375441 1.275670 0.720214

Atoms 1-3, force components in eV/Å:
Cl 0.0 0.0 -0.1
C -0.1 -0.1 0.1
C 0.0 0.3 -0.1

For the HOMO energy, the calculation gives -11.02 eV. The LUMO energy comes out at 1.032 eV. As for the SMILES: ClCCCl. For the total energy, the calculation gives -998.991612 hartree. The value obtained for the orbital gap is 12.05 eV. As for the net charge: 0.

Löwdin population analysis, charges in e, atoms 1 to 4: Cl 0.54; C -0.67; C -0.67; Cl 0.53

***

# 4
Density functional theory data (ωB97M-V/def2-TZVPD) for C18H38InO7 as an isolated structure in a non-equilibrium geometry.

CARTESIAN COORDINATES (ANGSTROEM)
1 O -4.913549 0.995371 -0.213362
2 C -5.044834 -0.063344 -0.561462
3 O -4.613808 -0.453169 -1.776817
4 C -5.695608 -1.075434 0.235762
5 C -4.829071 -1.895980 1.205113
6 In -2.648775 -1.378977 1.525794
7 H -5.327653 -0.924763 -2.194722
8 H -6.170333 -1.747000 -0.431783
9 H -6.450917 -0.563181 0.742020
10 H -5.279991 -1.783921 2.137877
11 H -4.905509 -2.884584 0.893622
12 H -1.933217 -2.469410 2.741463
13 H -1.735965 -1.630283 0.016075
14 H -2.501522 0.338431 2.029232
15 C -4.377703 4.059966 -0.492823
16 C -4.981413 5.356738 -0.029817
17 O -4.949694 6.368530 -0.695278
18 C -5.643398 5.336289 1.330719
19 H -3.936231 4.198146 -1.475313
20 H -3.608136 3.730158 0.205677
21 H -5.136756 3.285281 -0.552033
22 H -4.917124 5.056846 2.094197
23 H -6.455613 4.609231 1.338648
24 H -6.041064 6.322544 1.556340
25 C 2.849945 2.669225 -2.676559
26 C 1.632571 2.136145 -1.946658
27 O 1.716189 1.234162 -1.153351
28 C 0.306935 2.782363 -2.259183
29 H 3.731443 2.117932 -2.361351
30 H 2.721503 2.553055 -3.753627
31 H 2.988688 3.727291 -2.449836
32 H 0.074619 2.672033 -3.319810
33 H 0.342835 3.845626 -2.014290
34 H -0.473393 2.303983 -1.673523
35 C 0.988895 1.266220 4.889418
36 C 1.189530 0.672890 3.506447
37 O 1.094892 -0.507760 3.310708
38 C 1.501283 1.645929 2.391352
39 H 0.766766 0.469260 5.592697
40 H 1.892946 1.788579 5.210226
41 H 0.156728 1.971295 4.875481
42 H 2.426924 2.185076 2.610766
43 H 0.686442 2.364096 2.285554
44 H 1.612568 1.104189 1.459009
45 C 2.069126 -4.196217 -2.055264
46 C 1.604661 -3.083708 -1.121315
47 O 0.812122 -3.303954 -0.248761
48 C 2.207641 -1.720426 -1.370656
49 H 1.575205 -5.124980 -1.783072
50 H 1.820758 -3.948941 -3.088676
51 H 3.151224 -4.328147 -1.976195
52 H 1.963589 -1.382264 -2.378767
53 H 3.294679 -1.773156 -1.260343
54 H 1.815496 -1.010810 -0.659388
55 C 6.820838 -5.237043 -1.231137
56 C 6.574519 -3.757213 -1.027302
57 O 6.990781 -2.936483 -1.807578
58 C 5.782555 -3.369823 0.199088
59 H 7.395868 -5.386201 -2.140249
60 H 7.375457 -5.644490 -0.384934
61 H 5.870830 -5.766034 -1.317129
62 H 6.301195 -3.699355 1.100299
63 H 4.793228 -3.829104 0.165489
64 H 5.669802 -2.290725 0.233290

Atoms 1-3, force components in eV/Å:
O 1.5 8.6 2.5
C -0.8 -6.2 -1.7
O 0.8 0.2 -1.6

For the HOMO energy, the calculation gives -4.36 eV. The LUMO energy comes out at 2.339 eV. For the total energy, the calculation gives -1425.364113 hartree. The value obtained for the orbital gap is 6.69 eV. As for the net charge: -1.

Löwdin population analysis, charges in e, atoms 1 to 4: O 0.16; C -0.68; O 0.10; C -0.22

***

# 5
Density functional theory data (ωB97M-V/def2-TZVPD) for CH2BrFO as an isolated structure in a non-equilibrium geometry.

CARTESIAN COORDINATES (ANGSTROEM)
1 C -0.997584 -0.253716 -0.563077
2 O -0.034221 -0.246508 -1.228414
3 F -0.538384 -0.511459 0.817195
4 Br 2.621350 0.609874 0.370927
5 H 0.981133 0.371342 1.387088
6 H -2.032294 0.030467 -0.783718

Atoms 1-3, force components in eV/Å:
C 3.5 -0.1 2.7
O -0.8 0.2 -2.0
F -3.5 -0.1 -1.7

For the HOMO energy (spin up / spin down), the calculation gives -6.65 / -11.03 eV. The LUMO energy (spin up / spin down) comes out at 0.486 / -3.590 eV. For the total energy, the calculation gives -2788.215924 hartree. The value obtained for the orbital gap (spin up / spin down) is 7.13 / 7.44 eV. Its expectation value of S² is 2.004. As for the net charge: 0. Its multiplicity is 3.

Löwdin population analysis, charges in e, atoms 1 to 4: C -0.20; O 0.06; F -0.16; Br 0.28

***

# 6
Density functional theory data (ωB97M-V/def2-TZVPD) for C14H11BBaClF4NO4 as an isolated structure in a non-equilibrium geometry.

CARTESIAN COORDINATES (ANGSTROEM)
1 Ba 0.307731 -1.140363 -0.348166
2 O -2.822722 -2.587770 2.404390
3 C -1.601211 -2.499823 1.911497
4 O -1.267887 -2.904498 0.822268
5 C -0.622722 -1.803638 2.843394
6 C -0.914507 -1.466494 4.151093
7 C 0.050033 -0.780716 4.862688
8 C 1.233513 -0.421334 4.238262
9 C 1.421513 -0.778612 2.915365
10 N 0.522483 -1.494753 2.252566
11 C 2.610015 -0.364882 2.036838
12 O 3.533178 0.434318 2.549720
13 O 2.685715 -0.731939 0.892587
14 H -3.383888 -2.975036 1.708893
15 H -1.870813 -1.725038 4.584257
16 H -0.125169 -0.503980 5.893812
17 H 1.977122 0.133303 4.798069
18 H 3.316311 0.711767 3.450429
19 Cl 0.450190 4.709968 -4.586192
20 C 0.324005 2.994577 -4.192882
21 C -0.872806 2.474952 -3.733462
22 C -0.975080 1.127044 -3.427282
23 C 0.108309 0.229913 -3.567341
24 C 0.014449 -1.172309 -3.206726
25 C 1.313544 0.813584 -4.030229
26 C 1.419770 2.161937 -4.339600
27 H -1.728038 3.130029 -3.611998
28 H -1.923561 0.744716 -3.060142
29 H 0.745426 -1.802471 -3.724255
30 H -0.995145 -1.586457 -3.325786
31 H 2.184599 0.176524 -4.153668
32 H 2.356183 2.571278 -4.702340
33 F -1.927663 -0.353807 -0.243262
34 B -1.538545 0.922896 0.345958
35 F -0.180512 1.136124 -0.131920
36 F -1.445517 0.702081 1.736439
37 F -2.378304 1.918926 -0.013277

Atoms 1-3, force components in eV/Å:
Ba 2.1 -1.8 -2.9
O -0.1 -0.1 -0.2
C 0.4 0.1 0.5

For the HOMO energy, the calculation gives -5.43 eV. The LUMO energy comes out at -1.623 eV. For the total energy, the calculation gives -1806.116728 hartree. The value obtained for the orbital gap is 3.81 eV. As for the net charge: 0.

Löwdin population analysis, charges in e, atoms 1 to 4: Ba 2.23; O 0.17; C -0.48; O -0.04